[1]
Here is C11H21AuClN5O5P as an isolated structure from OMol25. Energies are from ωB97M-V/def2-TZVPD.

```
45
Properties=species:S:1:pos:R:3:forces:R:3
Au -0.712987 0.566893 -0.006916 -0.106 -0.256 0.079
N -1.992410 -0.566756 1.146765 0.005 0.220 0.106
C -2.247704 -1.619290 1.560567 0.074 0.028 -0.394
N -2.498002 -2.798436 2.012959 0.147 -0.085 0.252
C -1.386430 -3.630142 2.536377 -0.027 -0.006 0.098
C -1.879695 -4.327872 3.791243 0.045 0.045 -0.059
O -3.072867 -5.041593 3.527371 -0.034 -0.047 0.022
C -4.122954 -4.176775 3.153611 -0.027 -0.004 -0.021
C -3.794737 -3.470137 1.847938 -0.051 0.035 -0.033
H -0.526934 -2.988685 2.723790 -0.060 -0.079 0.015
H -1.115999 -4.356175 1.766896 0.000 0.001 0.026
H -2.049255 -3.594136 4.589532 0.002 -0.002 -0.010
H -1.142489 -5.052420 4.131581 0.004 0.012 -0.021
H -4.304470 -3.436474 3.943627 0.002 0.003 -0.019
H -5.015238 -4.789102 3.035041 0.005 0.012 -0.017
H -4.548135 -2.726746 1.591561 -0.018 -0.027 0.024
H -3.707668 -4.192589 1.032713 -0.020 -0.011 0.029
O 1.205481 -2.302618 1.439216 -0.098 -0.062 0.122
Cl 2.157040 -1.858528 0.463264 0.349 0.116 0.247
O 3.133892 -0.986066 1.069195 -0.038 -0.053 0.024
O 2.783280 -2.950940 -0.194824 0.004 -0.117 -0.032
O 1.428044 -1.058403 -0.532029 -0.087 0.027 -0.497
C 3.057086 3.763183 -1.641605 -0.027 0.061 -0.039
N 1.803751 3.712820 -2.542138 -0.011 0.004 0.004
C 2.152071 2.840182 -3.764139 -0.017 0.094 0.006
N 2.588124 1.559185 -3.355280 0.012 -0.063 -0.035
C 3.755000 1.658061 -2.474788 0.054 -0.012 -0.024
N 3.471496 2.460287 -1.286354 0.031 -0.020 0.053
C 2.567453 1.777610 -0.352123 0.102 -0.046 -0.078
P 0.976151 1.430219 -1.190754 -0.415 0.170 0.232
C 0.626802 3.147857 -1.796585 0.173 0.133 -0.114
C 1.527894 0.718158 -2.791600 0.058 0.000 0.016
H 2.794439 4.360574 -0.769009 0.013 -0.013 -0.008
H 3.820896 4.270317 -2.233004 -0.012 0.002 0.022
H 1.581829 4.658367 -2.857513 0.025 -0.010 -0.010
H 2.945574 3.373518 -4.289699 -0.025 -0.012 -0.003
H 1.255985 2.789926 -4.382501 0.024 -0.014 0.004
H 4.570986 2.124569 -3.029612 -0.002 -0.015 0.013
H 4.056818 0.658953 -2.166514 0.009 0.008 -0.008
H 2.389448 2.398494 0.528407 0.019 0.000 -0.020
H 3.010131 0.838353 -0.011160 -0.049 0.042 0.012
H 0.411797 3.807365 -0.954995 -0.017 -0.030 0.007
H -0.231964 3.152089 -2.468698 -0.015 -0.028 0.025
H 0.684343 0.654995 -3.481782 0.022 0.004 -0.004
H 1.903265 -0.286581 -2.611769 -0.022 -0.007 0.006
```
Forces are in eV/Å.

As for the spin multiplicity: 1. The total charge is +1. For the total energy, the calculation gives -2018.45103 Ha. The calculation puts the energy above the lowest of the compared OMol25 structures with the same formula, charge and spin at 0.0000 eV.

---

[2]
Here is C11H21BaFNO6S2 as an isolated structure at a distorted geometry from OMol25. Energies are from ωB97M-V/def2-TZVPD.

```
43
Properties=species:S:1:pos:R:3:forces:R:3
Ba 1.226052 -2.975670 2.820766 -1.642 2.070 -1.553
F 0.218307 -1.341278 1.088171 0.936 -1.578 1.649
O -3.231196 -0.319385 -2.830063 -0.164 -0.777 0.467
S -3.255281 -1.614614 -2.191796 0.044 0.192 -0.420
O -4.417876 -2.466295 -2.320531 1.694 0.641 0.205
O -1.938329 -2.425165 -2.718604 -1.505 0.364 0.651
C -0.670533 -1.792382 -2.439898 0.471 -0.030 0.330
C 0.243857 -2.022659 -3.618776 0.387 0.615 -0.210
C -2.825611 -1.338980 -0.461237 -0.105 0.576 0.276
H -0.302573 -2.180861 -1.486748 0.158 -0.394 -0.156
H -0.787739 -0.729596 -2.222139 -0.219 0.080 -0.493
H 1.248253 -1.641178 -3.423087 -0.056 -0.020 0.322
H -0.104881 -1.422575 -4.460527 -0.190 -0.252 -0.100
H 0.353587 -3.059796 -3.926847 -0.308 -0.092 0.138
H -2.300960 -2.174276 -0.009344 -0.077 -0.165 -0.171
H -3.688756 -1.054330 0.141211 -0.415 -0.487 -0.399
H -2.210090 -0.443207 -0.383934 0.351 -0.221 -0.401
O 2.846960 -0.063536 -2.319465 -0.018 0.706 0.210
S 2.750351 1.241450 -1.712744 0.380 -0.263 -0.569
O 3.714003 1.597999 -0.698769 -0.737 -0.314 -0.042
O 2.826481 2.386492 -2.834188 -0.808 -0.969 0.488
C 4.019780 3.202942 -2.959455 -1.253 1.422 1.454
C 4.134887 4.249391 -1.792113 1.341 -1.113 -0.519
C 1.054254 1.468999 -1.195731 0.386 1.123 0.384
H 3.749182 3.835814 -3.798330 0.587 -0.714 -0.718
H 4.856274 2.516734 -3.020065 0.311 0.443 -0.448
H 3.231980 4.366988 -1.203296 -0.119 -0.062 -0.131
H 4.464580 5.204117 -2.199579 -0.249 0.065 -0.056
H 4.952164 3.897939 -1.163364 -0.257 0.188 0.436
H 1.060556 2.463861 -0.744208 -0.146 0.007 -0.051
H 0.720970 0.771138 -0.428856 0.375 -0.408 -0.223
H 0.392801 1.495423 -2.057700 0.161 -0.218 -0.118
N -1.077371 -1.759488 4.231386 0.479 -0.861 0.009
C -1.255820 -2.067118 5.522673 0.134 1.007 0.261
C -2.057618 -1.301364 6.348100 0.217 -0.064 0.502
C -2.763794 -0.233471 5.824106 -0.330 0.428 -0.770
C -2.690113 0.016027 4.457978 0.906 -0.607 -0.117
C -1.802601 -0.763770 3.710603 0.187 0.251 -0.177
H -0.608932 -2.801813 5.991930 -0.125 -0.293 -0.264
H -2.007904 -1.484208 7.413402 -0.296 -0.063 -0.015
H -3.345198 0.468555 6.406915 0.005 -0.308 0.374
H -3.183249 0.851797 3.986365 -0.141 -0.019 0.044
H -1.538854 -0.558650 2.677788 -0.347 0.115 -0.077
```
Forces are in eV/Å.

As for the spin multiplicity: 1. The total charge is +1. For the total energy, the calculation gives -1859.43566 Ha. The calculation puts the energy above the lowest of the compared OMol25 structures with the same formula, charge and spin at 0.1276 eV.

---

[3]
Here is C11H21BaN4O13P3 as an isolated structure at a distorted geometry from OMol25. Energies are from ωB97M-V/def2-TZVPD.

```
53
Properties=species:S:1:pos:R:3:forces:R:3
Ba -0.614665 0.663857 -1.512487 0.716 1.875 1.123
O -3.749144 0.108607 4.012944 0.133 0.066 -0.133
C -2.819784 0.275485 3.039610 -0.225 0.006 0.246
C -2.296964 1.520947 2.704626 -0.135 0.041 0.212
C -1.360967 1.570495 1.697046 0.206 -0.080 -0.231
N -0.939406 0.487648 1.047563 -0.228 -0.067 0.759
C -1.466496 -0.704222 1.359289 0.327 0.212 -0.086
C -2.405858 -0.857332 2.354369 -0.051 -0.143 0.053
C -0.989268 -1.899658 0.521916 0.506 0.197 -0.345
O -1.320817 -3.022708 0.835140 -0.065 -0.020 0.007
O -0.236103 -1.541705 -0.482870 -0.371 -0.963 0.886
C -0.853380 2.916220 1.219988 0.259 -0.461 -0.274
O -1.238029 3.954987 1.678577 -0.132 0.218 0.115
O 0.031724 2.834264 0.204255 -0.202 -0.707 1.039
H -3.969588 0.959590 4.406978 0.001 0.019 0.006
H -2.615789 2.436379 3.188424 0.005 -0.030 -0.009
H -2.807864 -1.835727 2.580221 0.018 0.033 -0.008
N 0.334330 -2.745395 -2.719664 -0.170 0.261 -0.439
C -0.119577 -1.870972 -3.898615 0.067 -0.322 -0.044
C 0.082854 -2.706032 -5.186557 -0.035 0.041 0.351
P -1.973852 -1.718934 -3.626546 -0.061 -0.116 0.234
O -2.569948 -1.231511 -5.047631 0.003 -0.036 -0.181
O -2.404258 -3.096065 -3.294647 0.090 0.152 -0.063
O -2.284556 -0.555181 -2.693396 -1.045 -0.999 -1.152
P 0.965059 -0.330973 -4.055060 0.313 -0.287 -0.406
O -0.166227 0.753359 -4.583969 0.408 -0.186 -0.068
O 1.950333 -0.556227 -5.132066 -0.157 0.048 0.129
O 1.352884 0.110502 -2.672829 1.248 -0.707 -1.155
H -0.243651 -3.591166 -2.728787 -0.049 -0.012 -0.081
H 0.157843 -2.306530 -1.743272 -0.044 0.087 0.082
H 1.317541 -2.994654 -2.801577 0.036 0.035 -0.058
H -0.524414 -3.612803 -5.152822 -0.024 0.001 0.020
H 1.134727 -2.965821 -5.301890 0.002 0.018 0.024
H -0.188513 -2.125192 -6.064654 -0.026 0.061 0.028
H -2.807485 -1.999293 -5.585218 0.016 0.060 0.056
H 0.143912 0.973859 -5.475619 -0.254 0.119 0.033
N -4.112443 1.344721 -3.380377 -0.067 0.608 -0.353
C -3.235094 2.512728 -3.779321 -0.144 -0.283 -0.061
P -2.830573 3.406659 -2.212416 -0.410 0.095 0.441
O -3.948951 4.325537 -1.876020 0.228 -0.236 -0.165
O -2.437640 2.280111 -1.280955 -1.045 0.756 -0.051
C -1.313548 4.304517 -2.633339 0.251 0.057 0.066
N -0.711515 4.825764 -1.389686 0.052 0.242 -0.293
H -3.497723 0.590037 -3.020869 0.351 -0.501 0.235
H -4.634259 0.963822 -4.166873 0.045 0.032 -0.028
H -4.767674 1.616113 -2.647745 -0.018 0.070 0.060
H -3.766507 3.159336 -4.471215 -0.122 -0.060 -0.043
H -2.353975 2.083950 -4.260629 -0.033 0.000 0.002
H -1.561763 5.073873 -3.370268 0.061 0.093 0.051
H -0.609636 3.606446 -3.099360 0.011 0.034 -0.038
H -0.022687 5.535623 -1.601759 0.022 0.088 -0.054
H -0.026237 3.692103 -0.280889 -0.128 0.522 -0.477
H -1.414697 5.266562 -0.806894 -0.131 0.067 0.037
```
Forces are in eV/Å.

As for the spin multiplicity: 1. For the total energy, the calculation gives -2678.97484 Ha. The calculation puts the energy above the lowest of the compared OMol25 structures with the same formula, charge and spin at 1.5074 eV.

---

[4]
Here is C11H21Cl4O4P2Ti as an isolated structure at a distorted geometry from OMol25. Energies are from ωB97M-V/def2-TZVPD.

```
43
Properties=species:S:1:pos:R:3:forces:R:3
C 2.823873 1.010035 -3.852480 -0.810 0.347 -3.031
C 2.033934 0.398685 -2.782577 -3.242 -0.170 -3.276
H 1.992261 0.856150 -4.610112 1.776 0.461 -0.235
H 3.815260 0.623307 -4.228906 -1.124 0.018 0.909
H 2.916763 2.111027 -3.770258 0.058 -0.511 0.462
O 0.866839 0.042659 -3.034333 2.330 0.255 2.210
Cl 2.735769 0.415711 -1.300238 0.813 -0.398 3.402
Ti -0.642847 -0.195905 0.866688 0.530 0.471 2.159
P 0.302068 -2.382277 -0.261293 0.198 -3.321 0.275
C -0.989516 -3.514451 -0.923240 -1.009 0.774 -0.112
C 1.666103 -2.965834 -1.335270 0.677 1.331 -0.831
H 1.828103 -4.046100 -1.231792 -0.527 0.181 0.456
H 1.161317 -4.249958 1.097740 -0.239 0.401 -0.234
H 2.610761 -2.467266 -1.111168 -0.093 -0.004 -0.029
H 1.653519 -2.658559 1.741503 -0.164 -0.250 -0.008
H -1.282267 -3.159400 -1.919333 0.013 -0.072 0.110
H 1.398941 -2.773421 -2.376578 0.078 0.103 0.029
C 0.816681 -3.222524 1.301299 -0.146 0.832 0.733
H -0.639673 -4.550125 -1.040326 0.368 0.410 0.268
H 0.000952 -3.258859 2.037982 0.216 -0.050 -0.142
H -1.888218 -3.541413 -0.296316 0.105 0.012 -0.051
P -0.475320 2.253684 -0.015319 -0.239 2.682 0.556
C -2.153879 2.901641 -0.349647 -0.435 -0.987 -0.011
C -0.020119 3.075892 1.574005 0.060 -0.908 0.267
H 1.587743 3.092253 -1.078289 -0.159 -0.073 0.068
H 0.333667 4.328121 -1.030743 -0.382 -0.340 0.411
H 0.236734 3.032303 -2.226211 -0.002 -0.088 0.127
C 0.512034 3.255911 -1.190801 0.777 -0.886 -0.870
H 0.973330 2.703752 1.887657 -0.400 0.397 0.049
H 0.014108 4.168208 1.394785 -0.043 -0.560 0.039
H -2.162071 3.997357 -0.262148 0.284 -0.266 0.022
H -2.858465 2.486992 0.382492 -0.028 0.165 -0.164
H -0.780596 2.833618 2.336859 0.374 0.239 -0.144
H -2.465331 2.613283 -1.363488 0.009 0.155 0.237
C -2.181051 -0.394919 -0.675094 -6.417 -0.644 -7.492
O -2.953050 -0.467358 -1.590955 5.879 0.542 7.051
Cl -2.111500 1.064119 5.604769 0.246 -0.288 -0.420
C -1.655422 -0.437077 4.803156 0.555 -0.018 -0.843
Cl -0.084544 -1.066177 5.375388 -0.674 0.188 0.246
Cl -2.937435 -1.641758 4.941042 0.364 0.224 -0.221
C -1.415748 -0.151121 3.238247 -2.641 0.447 2.249
O -2.353391 0.271274 2.486180 3.065 -1.179 -1.075
O -0.230318 -0.391480 2.787122 -0.004 0.383 -3.146
```
Forces are in eV/Å.

As for the spin multiplicity: 1. The total charge is +3. For the total energy, the calculation gives -4104.48995 Ha.

---

Ordered molar mass results: 566.71, 483.75, 647.55, 468.91; unit g/mol.
Ordered HOMO-LUMO gap results: 8.984, 7.678, 9.371, 5.043; unit eV.
Ordered highest occupied orbital energy results: -12.036, -12.558, -9.573, -19.077; unit eV.